1.
{
  "formula": "C3H7NOS2",
  "method": "wB97M-V/def2-TZVPD",
  "elements": ["C", "C", "C", "N", "O", "S", "S", "H", "H", "H", "H", "H", "H", "H"],
  "coordinates": [[1.646, 0.887, 0.179], [-1.142, 1.371, -0.004], [-0.963, 0.051, 0.609], [1.789, 0.445, -0.917], [1.849, 1.458, 1.175], [-1.362, -1.353, -0.231], [0.570, -2.523, -1.233], [-0.265, 1.707, -0.643], [-1.259, 1.966, 0.899], [-2.063, 1.383, -0.459], [-0.124, -0.139, 1.229], [1.575, -0.346, -1.344], [-1.242, -2.311, 0.684], [0.992, -2.597, 0.057]],
  "nbo_charge": [0.83, -0.67, -0.48, -0.74, -0.53, 0.51, -0.49, 0.23, 0.24, 0.22, 0.20, 0.42, 0.13, 0.11],
  "homo_energy_ha": [-0.3033, -0.3033],
  "homo_lumo_gap_ha": [0.27472, 0.27471],
  "total_charge": 0
}

---

2.
{
  "formula": "C3H7NOS2",
  "method": "wB97M-V/def2-TZVPD",
  "elements": ["N", "C", "C", "O", "C", "S", "S", "H", "H", "H", "H", "H", "H", "H"],
  "coordinates": [[0.921, 0.310, -1.118], [-0.253, 0.619, -0.348], [-1.462, 0.354, -1.268], [-2.570, 0.704, -0.980], [-0.542, -0.133, 0.939], [0.600, 0.125, 2.317], [2.419, -0.575, 1.749], [1.787, 0.184, -0.630], [0.824, -0.161, -2.000], [-0.387, 1.709, -0.266], [-1.301, -0.345, -2.121], [-1.466, 0.289, 1.336], [-0.743, -1.185, 0.720], [2.173, -1.897, 1.670]],
  "nbo_charge": [-0.88, -0.16, 0.46, -0.51, -0.55, 0.12, -0.14, 0.40, 0.37, 0.20, 0.10, 0.25, 0.22, 0.12],
  "homo_energy_ha": -0.3269,
  "homo_lumo_gap_ha": 0.34380,
  "total_charge": 0
}

---

The structure with the least stability is 1.

---

1.
{
  "formula": "C3H7NOS2",
  "method": "wB97M-V/def2-TZVPD",
  "elements": ["C", "S", "C", "C", "S", "N", "O", "H", "H", "H", "H", "H", "H", "H"],
  "coordinates": [[-2.021, 0.334, 1.898], [-1.129, 0.561, 0.295], [0.351, -0.502, 0.054], [1.549, 0.367, 0.173], [1.601, 1.314, -1.493], [0.389, -1.794, -0.061], [-0.858, -2.398, 0.003], [-2.409, -0.858, 1.959], [-1.295, 0.425, 2.703], [-2.646, 1.282, 1.925], [2.421, -0.358, 0.458], [1.172, 1.061, 1.092], [0.617, 2.257, -1.330], [-0.538, -3.268, 0.026]],
  "nbo_charge": [-0.74, 0.12, 0.07, -0.56, -0.05, -0.15, -0.54, 0.25, 0.21, 0.25, 0.26, 0.26, 0.15, 0.48],
  "homo_energy_ha": -0.3264,
  "homo_lumo_gap_ha": 0.34745,
  "total_charge": 0
}

---

2.
{
  "formula": "C3H7NOS2",
  "method": "wB97M-V/def2-TZVPD",
  "elements": ["N", "C", "O", "C", "C", "S", "S", "H", "H", "H", "H", "H", "H", "H"],
  "coordinates": [[1.304, -2.256, 2.240], [1.397, -1.050, 1.648], [1.925, -0.034, 2.129], [0.874, -1.083, 0.209], [-0.080, 0.116, -0.041], [-0.969, 0.030, -1.552], [-1.629, 2.053, -1.442], [1.876, -2.695, 2.936], [0.406, -2.809, 2.166], [0.300, -1.954, -0.077], [1.837, -1.196, -0.282], [-0.849, 0.179, 0.866], [0.684, 0.935, 0.232], [-0.357, 2.395, -1.561]],
  "nbo_charge": [-0.85, 0.68, -0.60, -0.51, -0.61, 0.14, -0.12, 0.41, 0.40, 0.20, 0.24, 0.22, 0.26, 0.13],
  "homo_energy_ha": -0.3255,
  "homo_lumo_gap_ha": 0.33437,
  "total_charge": 0
}

---

The structure with the least stability is 1.

---

1.
{
  "formula": "C3H7NOS2",
  "method": "wB97M-V/def2-TZVPD",
  "elements": ["C", "S", "C", "C", "S", "N", "O", "H", "H", "H", "H", "H", "H", "H"],
  "coordinates": [[-1.675, -0.934, -1.075], [-0.860, 0.671, -0.754], [0.417, 0.137, 0.361], [0.584, 0.852, 1.621], [1.217, 2.649, 0.941], [1.339, -0.651, -0.024], [1.509, -1.261, -1.247], [-1.514, -1.342, -2.311], [-1.220, -1.618, -0.116], [-2.830, -0.549, -0.948], [1.438, 0.288, 2.329], [-0.366, 1.080, 2.307], [0.043, 2.869, -0.192], [1.918, -2.191, -0.893]],
  "nbo_charge": [-0.79, 0.18, -0.01, -0.50, -0.12, -0.16, -0.53, 0.25, 0.26, 0.24, 0.27, 0.25, 0.17, 0.49],
  "homo_energy_ha": -0.3266,
  "homo_lumo_gap_ha": 0.33932,
  "total_charge": 0
}

---

2.
{
  "formula": "C3H7NOS2",
  "method": "wB97M-V/def2-TZVPD",
  "elements": ["C", "C", "C", "N", "O", "S", "S", "H", "H", "H", "H", "H", "H", "H"],
  "coordinates": [[-0.499, -0.947, 0.231], [0.980, -1.125, 0.060], [0.189, 1.287, -0.087], [-0.877, 0.314, -0.406], [2.737, 0.883, 0.413], [-2.460, 0.792, -0.061], [1.783, 0.461, -0.595], [-1.187, -1.644, -0.322], [-0.905, -1.036, 1.210], [1.377, -1.438, 1.014], [1.152, -2.110, -0.507], [-0.022, 2.315, -0.560], [0.433, 1.405, 1.014], [-2.701, 0.843, -1.406]],
  "nbo_charge": [-0.25, -0.65, -0.44, -0.59, -0.97, 0.17, 1.27, 0.21, 0.19, 0.25, 0.24, 0.24, 0.20, 0.13],
  "homo_energy_ha": -0.3414,
  "homo_lumo_gap_ha": 0.36367,
  "total_charge": 0
}

---

The structure with the least stability is 1.

---

1.
{
  "formula": "C4H3N2O4S2",
  "method": "wB97M-V/def2-TZVPD",
  "elements": ["C", "C", "C", "C", "N", "N", "O", "O", "O", "O", "S", "S", "H", "H", "H"],
  "coordinates": [[2.391, -0.066, -0.070], [1.109, -0.190, -0.760], [2.234, -0.122, 1.305], [0.123, -0.590, 0.090], [-1.075, 1.835, 0.106], [-2.148, 1.724, -0.080], [-2.306, -0.530, 0.768], [-3.270, 1.901, -0.199], [-1.915, -0.162, -1.524], [-1.595, -2.472, -0.518], [0.588, -0.456, 1.682], [-1.571, -1.014, -0.382], [3.280, 0.083, -0.522], [1.125, -0.073, -1.850], [3.029, 0.133, 1.953]],
  "nbo_charge": [-0.26, -0.25, -0.47, -0.54, -0.14, 0.48, -1.05, -0.36, -1.01, -0.98, 0.52, 2.42, 0.19, 0.23, 0.22],
  "homo_energy_ha": -0.1992,
  "homo_lumo_gap_ha": 0.31477,
  "total_charge": -1
}

---

2.
{
  "formula": "C4H3N2O4S2",
  "method": "wB97M-V/def2-TZVPD",
  "elements": ["C", "C", "C", "C", "N", "N", "O", "O", "O", "O", "S", "S", "H", "H", "H"],
  "coordinates": [[0.666, 0.193, 0.027], [-0.513, 0.513, -0.692], [0.524, 0.401, 1.361], [-1.508, 0.970, 0.105], [-2.704, -2.913, 1.442], [-2.820, -2.757, 0.352], [-3.217, 1.584, -1.730], [-2.906, -2.700, -0.791], [-3.800, -0.059, 0.014], [-3.676, 2.327, 0.561], [-1.059, 0.994, 1.750], [-3.231, 1.251, -0.312], [1.565, -0.170, -0.447], [-0.630, 0.419, -1.756], [1.243, 0.249, 2.143]],
  "nbo_charge": [-0.27, -0.27, -0.44, -0.51, -0.14, 0.46, -1.01, -0.32, -1.03, -1.01, 0.47, 2.42, 0.21, 0.23, 0.22],
  "homo_energy_ha": -0.1950,
  "homo_lumo_gap_ha": 0.31027,
  "total_charge": -1
}

---

The structure with the least stability is 1.

---

1.
{
  "formula": "HNO2",
  "method": "wB97M-V/def2-TZVPD",
  "elements": ["N", "O", "O", "H"],
  "coordinates": [[0.204, -0.034, 0.517], [-0.776, -0.757, -0.241], [-0.711, 0.655, -0.220], [1.283, 0.136, -0.056]],
  "nbo_charge": [-0.03, -0.13, -0.14, 0.30],
  "homo_energy_ha": -0.3968,
  "homo_lumo_gap_ha": 0.42785,
  "total_charge": 0
}

---

2.
{
  "formula": "HNO2",
  "method": "wB97M-V/def2-TZVPD",
  "elements": ["N", "O", "O", "H"],
  "coordinates": [[0.514, 0.837, -1.064], [-0.702, 1.084, -1.722], [0.228, 0.112, -2.159], [0.002, -0.248, -0.002]],
  "nbo_charge": [0.08, -0.14, -0.14, 0.21],
  "homo_energy_ha": -0.3900,
  "homo_lumo_gap_ha": 0.37589,
  "total_charge": 0
}

---

The structure with the least stability is 2.

---

1.
{
  "formula": "C3H8N2S",
  "method": "wB97M-V/def2-TZVPD",
  "elements": ["C", "C", "N", "N", "C", "S", "H", "H", "H", "H", "H", "H", "H", "H"],
  "coordinates": [[-1.019, 1.176, 0.004], [-1.246, -0.283, -0.475], [-0.353, -1.162, 0.269], [1.019, -1.163, -0.054], [1.812, -0.097, 0.268], [3.376, 0.157, -0.159], [-0.763, 1.257, 1.069], [-1.820, 2.027, -0.045], [-0.092, 1.505, -0.587], [-2.262, -0.712, -0.150], [-1.091, -0.373, -1.591], [-0.422, -1.042, 1.256], [1.380, -1.884, -0.756], [1.480, 0.595, 0.951]],
  "nbo_charge": [-0.66, -0.23, -0.46, -0.44, -0.09, -0.14, 0.20, 0.23, 0.22, 0.21, 0.21, 0.36, 0.41, 0.19],
  "homo_energy_ha": -0.3093,
  "homo_lumo_gap_ha": 0.33454,
  "total_charge": 0
}

---

2.
{
  "formula": "C3H8N2S",
  "method": "wB97M-V/def2-TZVPD",
  "elements": ["C", "N", "C", "C", "N", "S", "H", "H", "H", "H", "H", "H", "H", "H"],
  "coordinates": [[2.183, 0.059, 0.147], [0.922, 0.731, 0.506], [-0.214, 0.327, 0.102], [-0.409, -0.802, -0.887], [-1.318, 0.937, 0.688], [-2.993, 0.775, 0.300], [2.692, 0.665, -0.631], [2.851, 0.007, 1.033], [2.194, -0.958, -0.247], [-1.489, -1.009, -1.093], [0.036, -0.601, -1.861], [-0.026, -1.768, -0.483], [-0.983, 1.751, 1.202], [-3.446, -0.113, 1.224]],
  "nbo_charge": [-0.44, -0.51, 0.44, -0.71, -0.76, 0.18, 0.20, 0.20, 0.18, 0.24, 0.24, 0.24, 0.41, 0.10],
  "homo_energy_ha": -0.3232,
  "homo_lumo_gap_ha": 0.35089,
  "total_charge": 0
}

---

The structure with the least stability is 1.

---

1.
{
  "formula": "C3H15NO4",
  "method": "wB97M-V/def2-TZVPD",
  "elements": ["N", "C", "C", "C", "H", "H", "H", "H", "H", "H", "H", "H", "H", "O", "H", "H", "O", "H", "H", "O", "H", "H", "O"],
  "coordinates": [[-0.093, -0.116, -1.852], [-1.002, 2.486, -0.160], [0.106, 1.092, 1.542], [-0.034, 1.585, 0.270], [-0.012, -0.042, -2.872], [0.558, -0.831, -1.515], [-1.737, 2.898, 0.535], [-0.735, 2.948, -1.141], [0.994, 0.578, 1.804], [-0.617, 1.436, 2.299], [0.731, 1.273, -0.463], [0.301, -2.189, 0.356], [-1.022, -2.813, 1.039], [-0.635, -1.953, 0.844], [-1.993, 0.723, -0.121], [-1.809, -0.626, 0.434], [-2.383, -0.137, -0.243], [2.872, 0.178, 1.054], [2.006, -0.849, 0.087], [2.177, 0.099, 0.404], [1.898, -3.099, -0.212], [-1.054, -0.382, -1.675], [1.483, -2.258, -0.414]],
  "nbo_charge": [-1.15, -0.05, 0.07, -0.37, 0.35, 0.42, 0.21, 0.24, 0.26, 0.18, 0.34, 0.51, 0.47, -1.07, 0.43, 0.51, -0.95, 0.47, 0.53, -1.04, 0.46, 0.39, -1.20],
  "homo_energy_ha": -0.3134,
  "homo_lumo_gap_ha": 0.18082,
  "total_charge": 0
}

---

2.
{
  "formula": "C3H15NO4",
  "method": "wB97M-V/def2-TZVPD",
  "elements": ["C", "C", "C", "N", "H", "H", "H", "H", "H", "H", "H", "O", "H", "H", "O", "H", "H", "O", "H", "H", "O", "H", "H"],
  "coordinates": [[0.362, 0.638, 1.920], [1.568, 1.064, 1.570], [2.038, 0.916, 0.144], [2.782, -0.303, -0.174], [-0.164, 0.674, 2.866], [-0.257, 0.099, 1.210], [2.109, 1.690, 2.272], [1.367, 1.277, -0.633], [2.797, 1.703, 0.006], [2.137, -1.040, -0.448], [3.254, -0.685, 0.637], [0.123, -1.369, -2.297], [-0.177, -0.881, -1.524], [-0.017, -2.285, -2.046], [-1.476, 1.787, -0.939], [-1.404, 2.537, -0.334], [-1.300, 2.169, -1.805], [-3.503, 0.470, 0.202], [-2.748, 1.083, 0.100], [-3.155, -0.243, -0.353], [-0.699, -2.620, 0.246], [-0.736, -2.067, 1.039], [-0.441, -3.439, 0.687]],
  "nbo_charge": [-0.39, -0.20, -0.28, -0.82, 0.20, 0.17, 0.20, 0.22, 0.19, 0.36, 0.35, -0.94, 0.47, 0.48, -0.96, 0.48, 0.49, -0.95, 0.48, 0.46, -0.95, 0.47, 0.47],
  "homo_energy_ha": -0.3374,
  "homo_lumo_gap_ha": 0.34898,
  "total_charge": 0
}

---

The structure with the least stability is 1.